No. 1
Computed, not measured: one molecule with the formula C25H27N3O5 at a distorted geometry, with the ωB97M-V functional and the def2-TZVPD basis.

Cartesian coordinates (Å):
C 4.0798 5.2966 -1.5064
H 4.7242 4.8358 -0.7495
O 4.0006 4.5100 -2.6670
C 3.4663 3.2526 -2.5582
C 3.3959 2.5117 -3.7374
C 2.8763 1.2382 -3.7387
C 2.3877 0.6476 -2.5663
C 2.4738 1.3948 -1.3937
C 3.0067 2.6737 -1.3853
H 3.0412 3.2072 -0.4484
H 2.1117 0.9998 -0.4584
N 1.9246 -0.6696 -2.6117
C 0.9491 -1.0260 -3.6188
C -0.4780 -0.7531 -3.1228
N -0.7173 -1.5395 -1.9271
C 0.2105 -1.1350 -0.8854
C 1.6378 -1.3835 -1.3887
H 2.3693 -1.1183 -0.6256
H 1.7428 -2.4516 -1.6107
H 0.0319 -1.7386 0.0041
H 0.0940 -0.0714 -0.6307
C -2.1153 -1.6429 -1.5504
C -2.3617 -2.8864 -0.7451
C -2.0282 -3.2980 0.5157
C -2.5703 -4.5981 0.6704
C -3.1950 -4.8817 -0.5021
O -3.0755 -3.8558 -1.3583
H -3.7393 -5.7421 -0.8367
H -2.4990 -5.2237 1.5362
H -1.4625 -2.7671 1.2549
C -2.7469 -0.3833 -0.8786
N -2.5860 -0.3158 0.5488
C -1.7658 0.5679 1.1649
O -1.1318 1.4103 0.5564
C -1.6754 0.4179 2.6471
C -2.7256 -0.0591 3.4216
C -2.6167 -0.1760 4.8048
C -1.4228 0.1948 5.3750
C -0.3657 0.6862 4.6030
C -0.4700 0.8135 3.2428
H 0.3296 1.2050 2.6370
O 0.6898 0.9831 5.4207
C 0.2661 0.6754 6.7308
O -1.0543 0.1741 6.6896
H 0.9343 -0.0840 7.1672
H 0.2951 1.5845 7.3525
H -3.4327 -0.5374 5.4076
H -3.6672 -0.3180 2.9615
H -3.0114 -1.0538 1.0858
H -3.8170 -0.3742 -1.1099
H -2.2870 0.5152 -1.2950
H -2.6609 -1.7963 -2.4898
H -1.1921 -1.0483 -3.8950
H -0.5835 0.3301 -2.9370
H 1.1249 -0.4662 -4.5355
H 1.0516 -2.0956 -3.8286
H 2.8651 0.6828 -4.6641
H 3.7671 2.9571 -4.6471
H 3.0901 5.4806 -1.0747
H 4.5165 6.2440 -1.8199

Summary:
SMILES string: COc1ccc(N2CCN([C@H](CNC(=O)c3ccc4c(c3)OCO4)c3ccco3)CC2)cc1
energy: -41069.6066 eV
charge: 0
lowest unoccupied orbital energy: 0.6 eV
orbital gap: 7.67 eV
HOMO energy: -0.2595 Ha

No. 2
Computed, not measured: one molecule with the formula C25H27N3O5 at a distorted geometry, with the ωB97M-V functional and the def2-TZVPD basis.

Cartesian coordinates (Å):
C 4.3652 -0.8189 0.4945
H 3.9893 0.2006 0.6321
O 3.5153 -1.5729 -0.3306
C 2.2129 -1.7449 0.0663
C 1.6581 -1.2454 1.2338
C 0.3224 -1.4719 1.5282
C -0.4998 -2.1900 0.6663
C 0.0805 -2.7061 -0.4982
C 1.4056 -2.4903 -0.7924
H 1.8435 -2.9012 -1.6882
H -0.5150 -3.3036 -1.1708
N -1.8322 -2.4968 0.9420
C -2.8216 -2.1781 -0.0631
C -3.4382 -0.7775 0.1777
N -2.6783 -0.0890 1.2093
C -2.8374 -0.8091 2.4617
C -2.3675 -2.2684 2.2604
H -1.6209 -2.5490 3.0035
H -3.2206 -2.9471 2.3729
H -3.8917 -0.7921 2.7966
H -2.2392 -0.3159 3.2291
C -3.0121 1.3204 1.3440
C -2.2053 1.9555 2.4370
C -0.8719 1.9171 2.7332
C -0.6859 2.7910 3.8333
C -1.9134 3.3005 4.1165
O -2.8373 2.8008 3.2764
H -2.2504 3.9950 4.8596
H 0.2344 3.0055 4.3366
H -0.1260 1.3146 2.2555
C -2.7266 2.1133 0.0449
N -1.3792 1.9220 -0.4166
C -1.0782 1.1936 -1.5200
O -1.9349 0.7544 -2.2662
C 0.3775 1.0098 -1.7832
C 1.3551 1.8485 -1.2608
C 2.7050 1.6636 -1.5460
C 3.0391 0.6081 -2.3598
C 2.0607 -0.2310 -2.9001
C 0.7300 -0.0458 -2.6351
H -0.0354 -0.6759 -3.0543
O 2.6638 -1.1801 -3.6769
C 4.0514 -0.9690 -3.5372
O 4.2703 0.2081 -2.7868
H 4.5030 -1.8257 -3.0096
H 4.5110 -0.8613 -4.5307
H 3.4607 2.3228 -1.1514
H 1.0818 2.6913 -0.6442
H -0.6574 2.0991 0.2626
H -2.8938 3.1757 0.2568
H -3.3947 1.8135 -0.7629
H -4.0821 1.4677 1.5969
H -4.5004 -0.8667 0.4707
H -3.3826 -0.2180 -0.7524
H -2.3550 -2.2008 -1.0453
H -3.6065 -2.9425 -0.0326
H -0.0737 -1.0693 2.4463
H 2.2519 -0.6752 1.9324
H 5.3229 -0.7783 -0.0226
H 4.5001 -1.2930 1.4729

Summary:
SMILES string: COc1ccc(N2CCN([C@H](CNC(=O)c3ccc4c(c3)OCO4)c3ccco3)CC2)cc1
energy: -41069.8462 eV
charge: 0
lowest unoccupied orbital energy: 0.6 eV
orbital gap: 7.93 eV
HOMO energy: -0.2679 Ha

No. 3
Computed, not measured: one molecule with the formula C25H27N7O3, with the ωB97M-V functional and the def2-TZVPD basis.

Cartesian coordinates (Å):
C 3.0944 -3.0625 3.7214
C 2.0432 -2.2174 4.3547
C 1.7770 -2.2433 5.6934
C 0.7718 -1.4200 6.2415
C 0.0681 -0.6033 5.4213
N 0.3142 -0.5618 4.0835
C 1.2914 -1.3438 3.5081
N 1.5611 -1.3217 2.2247
C 0.8681 -0.4974 1.4266
N 1.1940 -0.4850 0.1194
C 0.5826 0.3518 -0.8247
N 1.0521 0.3135 -2.0045
H 0.5997 0.9490 -2.6529
C -0.5337 1.1621 -0.3269
C -0.8530 1.1599 0.9908
C -0.1579 0.3318 1.9072
C -0.4920 0.3307 3.2922
O -1.3618 0.9833 3.8370
H -1.6193 1.8015 1.4029
C -1.2600 2.0084 -1.3099
O -0.7377 2.4823 -2.3058
N -2.5718 2.1978 -1.0285
H -2.9902 1.7174 -0.2487
C -3.4448 2.9392 -1.9036
C -4.4872 2.0546 -2.6212
N -4.0051 1.0705 -3.5596
C -3.1515 1.5802 -4.6190
C -3.0481 0.5031 -5.7010
O -2.5356 -0.7038 -5.1852
C -3.3299 -1.1702 -4.1226
C -3.4168 -0.1319 -3.0006
H -4.0543 -0.5093 -2.1978
H -2.4008 0.0341 -2.6094
H -2.8579 -2.0879 -3.7669
H -4.3460 -1.3929 -4.4837
H -2.3617 0.8119 -6.4908
H -4.0476 0.3271 -6.1286
H -3.6054 2.4790 -5.0408
H -2.1396 1.8208 -4.2558
H -5.0856 1.5266 -1.8722
H -5.1530 2.7270 -3.1728
H -3.9787 3.6985 -1.3224
H -2.8054 3.4377 -2.6346
C 2.3098 -1.3056 -0.3199
C 3.6003 -0.8409 0.2876
C 3.9103 0.5122 0.3722
C 5.1032 0.8956 0.9605
C 5.9449 -0.0928 1.4478
N 5.6686 -1.3827 1.3605
C 4.5320 -1.7415 0.7916
H 4.3547 -2.8079 0.7353
H 6.8829 0.1531 1.9279
H 5.3731 1.9374 1.0402
H 3.2269 1.2508 -0.0221
H 2.1189 -2.3438 -0.0398
H 2.3359 -1.1990 -1.4094
H -0.7206 0.0586 5.7485
H 0.5626 -1.4386 7.2977
H 2.3388 -2.8977 6.3424
H 3.5416 -3.7334 4.4489
H 2.6620 -3.6398 2.9075
H 3.8686 -2.4318 3.2884

Summary:
SMILES string: [H]/N=c1\c(C(=O)NCCN2CCOCC2)cc2c(=O)n3cccc(C)c3nc2n1Cc1cccnc1
energy: -42937.6391 eV
charge: 0
lowest unoccupied orbital energy: -0.6 eV
orbital gap: 7.48 eV
HOMO energy: -0.2959 Ha

No. 4
Computed, not measured: C25H28AuF5O2S as an isolated structure at a distorted geometry, with the ωB97M-V functional and the def2-TZVPD basis.

Cartesian coordinates (Å):
O 0.5944 0.2881 -7.0474
C 0.4200 1.5784 -7.7248
C 0.2990 0.9999 -9.1180
H 1.2960 2.2325 -7.6207
H -0.4871 2.0974 -7.3937
C 0.4518 -0.3380 -8.3618
H 1.1604 1.2053 -9.7501
H -0.6811 1.1252 -9.5916
C 1.6811 -1.1202 -8.8031
H 2.5995 -0.5289 -8.7184
H 1.5279 -1.4281 -9.8515
H 1.7957 -2.0179 -8.1845
C -0.8060 -1.1822 -8.4737
H -1.7053 -0.6140 -8.1962
H -0.7333 -2.0714 -7.8379
H -0.9165 -1.5144 -9.5169
Au -0.0856 0.0941 0.8322
C -2.3156 -0.2944 0.8793
C -2.0625 1.1625 0.8103
C -2.1709 1.5264 -0.5791
H -2.0696 1.8326 1.6724
C -2.3739 0.3525 -1.3450
C -2.4676 -0.7602 -0.4743
H -2.6980 -1.7892 -0.7610
H -2.6471 -0.8206 1.7718
H -2.1793 2.5433 -0.9609
H -2.5333 0.3089 -2.4211
C 1.1736 -1.8579 1.2189
C 0.6628 -2.8071 0.2806
C 1.0733 -2.4290 -1.0220
H 0.1515 -3.7278 0.5438
C 1.8126 -1.2374 -0.9474
C 1.8930 -0.8250 0.4458
H 2.6290 -0.1541 0.8784
H 1.2581 -2.0038 2.2953
H 0.8874 -3.0040 -1.9303
H 2.2883 -0.7510 -1.7948
O 1.3433 0.2408 -3.9583
C -0.0043 -0.2394 -4.2623
C -0.9020 0.9529 -4.6571
H -0.3858 -0.7132 -3.3368
H 0.0413 -1.0340 -5.0274
C 0.1123 2.1136 -4.7189
H -1.5558 1.1421 -3.7781
H -1.5047 0.7692 -5.5459
C 1.1033 1.6644 -3.6448
H -0.3259 3.1264 -4.6538
H 0.6307 2.0090 -5.6613
H 0.6430 1.7425 -2.6316
H 2.0375 2.2317 -3.6260
F 2.2391 2.2659 7.4182
C 1.9257 2.1887 6.1094
C 2.5454 3.0386 5.1920
F 3.4479 3.9563 5.5957
C 2.2139 2.9467 3.8510
F 2.7910 3.7954 2.9707
C 1.2668 2.0209 3.3611
S 0.9970 2.0857 1.6736
C 0.6279 1.2004 4.3191
F -0.3778 0.3648 3.9482
C 0.9762 1.2629 5.6668
F 0.3970 0.4414 6.5690

Summary:
energy: -58581.5006 eV
charge: 0
lowest unoccupied orbital energy (alpha / beta): 0.5 / -3.3 eV
orbital gap (alpha / beta): 7.91 / 4.27 eV
HOMO energy (alpha / beta): -0.2715 / -0.2786 Ha
2S+1: 3